[1]
Below is a molecular structure, C15H20CrF18N4O12S6 at a distorted geometry, with properties calculated with ωB97M-V/def2-TZVPD.

Summary:
multiplicity	5
LUMO (spin up / spin down)	-0.0457 / -0.0106	Ha
⟨S²⟩	6.010
energy	-188749.2613	eV

Element x y z (Å)
Cr  -1.423  2.412  0.632
S  1.812  2.232  0.562
S  -2.186  4.273  3.103
S  0.585  3.466  -1.373
S  -1.849  -0.319  -1.276
S  -3.988  4.566  1.343
S  -3.392  -0.212  0.963
F  -0.629  5.980  -1.404
F  -3.168  -1.806  3.109
F  1.426  5.755  -2.250
F  -1.340  -1.384  2.044
F  -4.527  0.360  -1.841
F  -5.601  3.882  -0.754
F  -4.278  5.605  -1.176
F  1.821  2.881  3.170
F  -3.421  3.581  -1.131
F  -2.149  0.107  3.257
F  -2.887  1.325  -3.117
F  -3.370  -0.795  -3.410
F  0.419  1.274  2.637
F  1.116  5.855  -0.113
F  -1.183  6.316  1.688
F  0.207  5.237  3.030
F  -1.260  6.589  3.920
F  2.524  0.812  2.679
O  1.702  0.940  -0.114
O  -3.360  4.602  4.005
O  -3.987  5.966  1.527
O  -5.083  3.835  1.954
O  -1.912  -1.747  -1.168
O  -0.618  0.219  -1.847
O  3.059  3.057  0.407
O  -1.426  3.144  3.599
O  1.764  3.015  -2.176
O  -4.419  0.783  1.424
O  -3.995  -1.440  0.373
O  -0.714  3.147  -1.841
N  0.501  3.022  0.350
N  2.039  -3.198  -1.295
N  -2.129  0.585  -0.005
N  -2.537  3.882  1.470
C  0.799  -5.121  -0.251
C  -2.471  -0.878  2.514
C  -3.276  0.197  -2.504
C  -0.985  5.766  2.895
C  3.838  -4.891  -2.101
C  0.529  -4.271  1.029
C  0.565  5.428  -1.305
C  1.551  -3.101  1.225
C  1.606  1.781  2.447
C  5.130  -5.576  -1.574
C  1.672  -2.201  -0.087
C  0.882  -4.257  -1.505
C  3.400  -3.774  -1.137
C  -4.315  4.360  -0.594
C  1.995  -2.237  -2.487
H  2.441  -2.877  -3.249
H  0.660  -4.806  1.970
H  4.022  -4.505  -3.103
H  4.019  -2.878  -1.094
H  1.658  -5.792  -0.281
H  5.605  -5.354  -0.618
H  5.944  -5.354  -2.265
H  2.478  -3.604  1.499
H  1.102  -4.972  -2.298
H  1.273  -2.404  2.015
H  -0.021  -3.653  -1.593
H  2.494  -1.490  -0.004
H  3.101  -5.691  -2.166
H  2.611  -1.338  -2.504
H  0.744  -1.650  -0.236
H  -0.477  -3.864  1.133
H  5.026  -6.660  -1.546
H  3.373  -4.276  -0.169
H  -0.088  -5.750  -0.176
H  0.970  -2.107  -2.834

Force components x, y, z for each atom (eV/Å):
-0.5411 0.0293 -0.1156
5.2756 -1.6900 1.4366
-2.3228 -1.2007 3.5650
2.3290 0.2726 -1.1465
1.9520 0.4936 -3.2829
-5.0177 -1.1183 -2.6979
-5.0744 -0.2026 0.4767
0.5955 -0.6484 -0.5192
-0.2786 0.0479 0.2682
-0.8004 0.5300 -0.3728
0.8277 -1.0070 -0.2969
2.9748 -0.1338 -1.7248
2.2668 0.4340 -0.0332
0.1587 -1.7536 0.5340
-0.1602 -1.1087 0.0404
0.3289 -0.7365 -0.8232
-0.0483 1.6167 1.8711
-0.9247 -0.9129 0.7023
-0.2931 0.9870 0.7480
-0.8355 -0.2090 0.4736
-0.8144 -0.7258 -1.2714
0.6924 -0.0267 1.3745
0.4886 0.5969 -0.3546
0.5241 -0.1788 -1.2756
-0.5133 0.9103 0.3527
0.6345 0.8172 0.8447
3.6671 -0.1628 -3.3680
0.8460 1.3742 0.2453
1.8064 0.2493 -0.7783
-0.0270 0.3238 0.3583
-1.4266 -0.4682 0.3436
-3.4106 -2.1819 0.6288
0.5272 0.6476 -0.8946
-3.1829 1.5476 2.7978
3.7337 -1.7731 -1.0779
2.0715 2.7543 0.9965
-1.5353 -0.3029 -0.2095
-0.9828 2.1241 -2.9627
-2.4030 2.4579 -0.5360
-2.2989 -2.0326 2.3840
-0.0839 1.0502 2.4907
-1.0022 0.7867 1.3010
-0.1042 0.0535 -2.7021
-0.5645 -0.3633 0.8594
-1.9004 -0.6426 0.4752
0.4934 0.3908 0.5865
1.6553 1.2489 0.9320
2.0043 -0.3455 2.1201
-0.5078 0.3750 -1.7732
1.8468 0.7744 -2.1302
0.8405 -0.2718 -0.7248
0.8841 -2.9397 1.5972
0.5399 0.3458 1.7263
-0.5120 -0.6540 0.7165
-2.1528 1.9031 1.6268
0.3656 -2.3973 -1.5345
0.0117 0.1928 -0.5338
-0.0993 -0.7429 -0.2767
-0.0834 -0.0999 0.0048
0.5402 -0.4176 -0.0619
0.1397 0.0810 0.7823
-0.8285 0.6736 0.3488
-0.0012 -0.1837 -0.1686
0.3036 0.5695 -0.0371
0.0154 0.9352 -0.5932
-0.0933 -0.2521 0.1673
0.0582 -0.1135 -0.5113
-0.0328 -0.0849 -0.2515
-0.2729 0.3423 -0.0130
-0.2985 0.0155 1.0778
0.0405 -0.3504 -0.7164
-0.2079 -0.1617 -0.8235
-0.1389 0.0163 -0.2306
0.2739 0.4268 0.1389
0.0119 -0.2994 -1.1670
0.0505 0.4989 0.5970

---

[2]
Below is a molecular structure, CH2FMg at a distorted geometry, with properties calculated with ωB97M-V/def2-TZVPD.

Summary:
total charge	+1
multiplicity	1
relative energy (zero: lowest compared OMol25 entry of this formula, charge and spin)	16.5	kcal per mole
LUMO (spin up / spin down)	-0.2548 / -0.2418	Ha
energy	-9218.7709	eV

Element x y z (Å)
Mg  0.225  -1.783  -0.524
F  1.182  0.750  -0.280
C  -0.051  0.439  0.224
H  -1.304  -0.213  -0.686
H  -0.052  0.807  1.267

Force components x, y, z for each atom (eV/Å):
0.3758 -0.3524 0.3827
-1.7750 -0.2041 -0.6606
-0.5740 -1.7975 -1.4639
3.1632 2.8235 2.2328
-1.1900 -0.4694 -0.4910

---

[3]
Below is C4H6N2O in the gas phase, with properties calculated with ωB97M-V/def2-TZVPD.

Summary:
multiplicity	1
relative energy (zero: lowest compared OMol25 entry of this formula, charge and spin)	76.4	kcal per mole
LUMO	0.0070	Ha
energy	-9270.1895	eV

Element x y z (Å)
O  0.123  -0.723  -1.395
N  0.229  -0.966  0.901
N  -1.815  -0.219  -0.193
C  -0.394  -0.184  -0.175
C  0.262  1.157  0.072
C  1.391  0.899  0.736
C  1.414  -0.521  1.284
H  -2.122  0.322  -0.998
H  2.202  1.592  0.917
H  -0.136  2.102  -0.293
H  -0.046  -1.931  1.033
H  1.010  -0.354  -1.526
H  -2.118  -1.175  -0.364

Force components x, y, z for each atom (eV/Å):
-0.1800 0.2511 -0.5104
0.4543 -0.2630 -0.0981
0.0204 -0.0979 0.0181
0.0191 0.1655 0.0527
0.3281 -0.0712 -0.0234
-0.0205 0.1837 0.0994
-0.4835 0.2298 0.2459
-0.0725 -0.0375 0.1550
-0.1598 0.0336 0.1885
0.2430 -0.3079 -0.1702
0.1274 0.0668 -0.0398
-0.2272 -0.2368 0.0360
-0.0487 0.0837 0.0463